ORCA calculation (the ωB97M-V functional and the def2-TZVPD basis) on a cluster of 2 separate species, H4NO2PS2 in total.

XYZ file:
```
10
Properties=species:S:1:pos:R:3:forces:R:3
O -0.02088 -0.65109 -1.35417 -0.5 2.2 -2.8
H -0.39105 -0.03877 -2.13546 1.3 -2.1 2.5
H -1.76818 -0.66449 0.41195 0.1 -1.2 -0.2
S 1.45904 -1.48065 0.78399 1.9 1.1 -0.1
S -2.86225 0.56681 1.78419 -1.2 0.2 1.4
O 1.04682 1.33363 -0.19469 2.0 -0.2 -0.4
H 0.17138 1.68035 -0.13361 -1.3 -0.3 0.2
H 2.75491 -0.95214 1.03561 -1.5 -0.9 0.1
N -1.88330 0.29369 0.66453 1.1 1.2 -1.1
P 1.49352 -0.08734 -0.86233 -1.9 0.0 0.5
```
Forces are in eV/Å.

As for the SMILES: OP(O)S.N=S. For the orbital gap (spin up / spin down), the calculation gives 7.419 / 7.413 eV. As for the spin multiplicity: 1.

ORCA calculation (the ωB97M-V functional and the def2-TZVPD basis) on a cluster of 6 separate species, C50H93N2O10 in total.

XYZ file:
```
155
Properties=species:S:1:pos:R:3:forces:R:3
H -5.50692 -5.12390 9.18128 0.0 0.0 0.1
H -0.51252 -2.64349 -2.70602 -0.5 0.1 -0.3
C 1.89183 8.73952 -4.39194 0.0 0.1 0.0
C -2.41533 -2.70881 -3.90087 -0.6 0.8 0.3
H 5.75792 -4.24997 -3.24536 -0.2 0.5 0.3
C 6.80021 -1.43523 5.48950 -0.1 0.0 0.1
H -3.47206 -2.37939 -5.80239 0.2 0.4 0.5
C -0.99780 1.15254 2.03920 0.2 -1.2 -0.2
C -2.44542 2.19010 -4.03708 -1.0 0.0 0.3
C 2.10724 -0.14320 -1.53004 0.3 1.0 1.0
H 4.06491 7.43249 -0.91283 0.0 0.1 0.0
C -3.35861 3.30176 -4.66574 0.6 -0.1 0.7
H -2.83906 -3.75070 9.83956 -0.1 0.0 0.0
C -3.40317 -6.73257 8.51221 0.0 -0.1 0.1
H -1.36500 2.41815 -4.10075 -0.6 -0.1 -0.2
H -1.31496 -2.83045 3.22603 0.1 0.0 0.1
H -2.56445 -0.98873 -1.00206 0.3 0.6 -0.2
H 5.00691 -6.47193 -2.62749 0.0 0.2 0.7
H 1.84635 9.52459 -3.63621 -0.1 0.0 0.0
H -5.24482 -7.81356 8.20189 0.0 0.0 0.0
H 5.09366 -1.85263 6.77651 0.0 0.1 0.0
C -4.29967 9.06950 -2.93245 0.1 -0.1 0.1
H 3.90993 9.75210 -2.92072 -0.1 0.0 0.0
H 0.68370 -0.33943 -6.67229 0.7 -0.3 0.0
H -1.98543 -5.95922 3.31804 0.0 0.0 0.0
H -3.69206 3.97346 -3.84988 0.2 0.0 -0.7
H 2.67716 6.77399 -4.69641 0.2 0.0 0.0
H -3.83766 -3.71572 4.30293 0.0 -0.1 0.0
H 0.86711 8.45781 -4.64073 0.0 0.0 0.0
H -3.25985 -4.03734 -0.69973 0.5 0.0 -0.5
H -1.43658 1.11254 3.03301 0.3 0.6 -0.7
H 5.34752 8.84769 -2.49746 0.0 -0.1 -0.2
C -0.96939 -2.23552 -3.62670 0.3 -1.0 -0.9
H 2.27485 -1.25157 -6.46088 -0.4 0.4 0.1
C 4.34592 -4.59648 -1.67878 -0.3 -0.2 0.5
H 3.96768 3.88317 2.13408 -0.4 0.0 -0.6
H -4.93727 -4.31473 -2.15801 -0.2 0.5 -0.6
C 3.41930 -4.02918 -0.76054 0.6 1.3 -0.9
C 1.28876 -0.47443 -2.63869 1.5 -0.4 0.5
C -2.22111 0.04498 -1.23382 -0.8 -0.6 -0.7
H -5.07712 -7.17440 9.83266 0.1 0.0 0.1
C -3.06485 -4.47087 4.46343 0.1 0.1 0.0
H 3.42101 -1.62549 3.40437 0.1 0.0 0.0
H 2.17597 7.06710 -3.04302 -0.1 0.1 0.0
C -4.64838 6.33731 -1.80300 -0.1 0.1 0.1
O -4.40550 6.62219 -3.17025 0.2 -0.2 -0.1
H -6.60407 7.27194 -1.59952 0.0 0.0 0.1
H 5.00386 -6.52009 -0.79574 -0.1 0.3 -0.5
H 0.97361 -3.73960 2.84485 0.0 0.0 0.0
C 5.07086 -3.75288 -2.54574 -0.2 0.0 0.1
H -3.42564 -5.19157 5.19893 0.0 0.1 0.0
C 4.90284 -2.34313 -2.55845 -0.6 -0.6 0.8
H -1.98311 -4.52476 -1.92900 -0.4 0.2 0.5
O 4.02684 7.80227 -3.60841 0.2 -0.2 -0.1
O -3.84634 -5.48614 7.99887 0.1 0.1 -0.3
H 4.82033 4.39929 0.66536 -0.4 -0.6 0.0
H -3.21052 9.06443 -3.01340 0.0 0.0 0.0
H 2.58459 8.30791 -1.28863 0.0 0.1 0.0
C 4.44832 -1.37700 3.66651 0.2 0.0 0.2
C 3.37623 2.74491 0.32930 0.0 1.2 0.0
H 2.52831 0.81340 -4.84027 -0.4 0.0 0.1
C -3.19450 -1.77301 -4.91160 0.2 -0.8 -0.5
H -2.19796 -3.96581 4.89249 0.0 -0.1 0.1
O -2.91546 0.47244 -2.38392 0.5 0.3 0.8
H 4.13902 0.22652 -0.72348 -0.4 -0.4 -0.3
H -2.54419 0.67246 -0.38019 0.8 -0.3 -0.2
H 0.30662 -5.04151 1.83923 0.0 0.0 0.0
H -2.57664 -0.94082 -5.29199 -0.4 -0.2 0.4
H 2.49920 -2.23020 -0.06374 0.6 0.0 -0.4
H -3.99745 -4.75730 -3.58196 -0.6 0.5 0.1
H -3.78153 -1.99779 -2.31675 0.7 -0.4 0.0
H -4.81712 -3.75150 8.34125 0.1 -0.1 -0.1
H 4.66854 -3.06890 5.00349 0.0 0.0 0.0
H 1.54935 -1.86642 -4.34496 0.0 0.5 0.3
C 3.83481 4.04961 1.04632 0.2 0.3 -0.7
H 4.05500 0.24477 -2.49750 -0.3 -0.2 0.6
H 2.80795 -4.62269 -0.06485 0.5 0.1 -0.4
H 2.26097 0.45007 -6.97267 -0.4 -0.4 0.4
C 4.50376 -6.12968 -1.70086 -0.6 0.3 -0.5
H 4.94317 -0.95777 2.78919 -0.1 -0.1 0.0
H -3.83924 2.33404 -2.33362 0.6 -0.1 0.1
C 3.65406 -0.25560 -1.58769 -0.4 -1.1 -1.0
C 4.26399 8.76838 -2.59538 -0.1 0.1 0.1
C -2.55012 -3.68398 -1.47488 0.2 0.6 -0.2
C -4.47684 -3.88913 -3.07217 1.2 -0.2 0.5
H -2.33654 -3.68635 -4.42508 0.3 0.4 0.6
H -2.65659 -6.57396 9.29776 0.0 0.0 0.1
H 2.36480 9.16535 -5.27892 0.0 -0.1 0.0
H -6.24622 6.04369 -0.38552 0.0 0.0 0.0
O 2.55366 2.01914 1.27428 0.0 -1.0 -0.9
C -2.72726 -5.16998 3.15839 0.0 0.0 0.2
H 5.17889 -3.36267 3.35409 0.2 0.0 0.0
H 3.91872 9.15134 -0.50165 0.0 0.0 0.0
H -4.26681 2.85772 -5.11267 0.5 0.2 0.1
C 2.66948 7.52777 -3.90704 -0.1 0.1 0.0
C 6.18231 -1.79995 6.82835 -0.1 -0.1 0.0
H -2.78396 3.88210 -5.40854 -0.5 -0.2 0.3
C -3.76103 -4.25913 10.12981 0.1 -0.1 0.0
C -4.55949 -4.65344 8.89878 0.0 0.0 0.2
H -4.34668 -3.59081 10.76307 0.0 0.0 0.0
H -4.68016 9.99456 -3.36803 0.0 0.0 0.0
C 1.51885 0.30660 -0.30992 -1.1 0.4 -1.8
H 4.41752 -0.59690 4.42913 -0.1 0.0 0.0
C -2.83455 1.91399 -2.53827 0.1 -0.3 -1.3
H 6.54178 -2.77585 7.16031 0.0 0.0 0.0
H -4.21621 5.35135 -1.61593 0.1 0.0 -0.2
H 2.66766 5.07321 -0.11642 0.1 0.3 0.3
H -0.94436 -2.92186 1.51435 -0.1 0.0 -0.1
N 1.71334 0.20612 -4.92835 0.7 -0.7 -0.3
O -0.80240 -0.77582 -3.60932 -0.2 -0.3 0.3
H 2.73342 2.98074 -0.55158 0.5 0.0 0.4
C 3.67165 8.39509 -1.24787 -0.1 -0.1 0.0
C -0.68738 -0.00448 -1.39791 -0.5 0.7 1.4
H -4.15510 -1.42122 -4.48832 0.8 0.1 -0.1
H -4.10114 7.04151 -1.16691 -0.1 0.0 0.0
H 6.44603 -1.05609 7.58187 0.0 0.0 0.0
H 4.25617 2.18146 -0.03757 -0.5 0.0 0.6
H -0.02335 -5.00311 3.56731 0.0 0.1 0.0
H -4.13060 -8.58151 9.34799 0.0 0.0 0.0
O 6.54584 -2.38372 4.46631 0.2 -0.1 -0.1
H -5.20211 -3.38512 -3.73128 0.3 -0.4 0.3
C -6.12241 6.30711 -1.43733 -0.1 0.0 -0.1
H -2.88652 -7.23327 7.69134 0.0 0.2 -0.1
O 2.90930 5.12189 0.81937 0.0 -0.7 0.2
N -0.06127 -0.40415 -2.52665 0.6 0.2 0.5
H -4.61711 7.91573 -4.70410 0.0 -0.2 0.0
C -3.28308 -2.94282 -2.62700 -1.1 -0.9 -0.3
C 2.34553 0.71881 0.92288 0.4 -0.8 0.4
H -3.62385 -5.66193 2.77916 0.1 0.1 -0.2
C 1.73854 -0.28967 -6.33064 -0.4 0.6 -0.3
H -2.07135 2.30125 -1.83105 -0.5 0.1 -0.4
H 3.03427 -1.02294 -3.86974 -0.7 -0.4 0.5
C 3.24946 -2.62577 -0.76792 0.2 -0.8 -0.2
C -0.51037 0.79875 0.98886 -0.4 0.1 -0.3
H 6.47961 -0.43766 5.16873 -0.1 0.0 0.1
O -2.29309 -4.28762 2.13138 -0.1 0.1 -0.4
C -4.89042 7.86728 -3.64922 0.0 0.2 0.0
H 7.88469 -1.39051 5.59947 0.0 -0.1 -0.1
H 5.44805 -1.69020 -3.25505 -0.2 -0.5 0.3
H -3.48174 -5.12577 10.73035 -0.1 0.0 0.0
C 1.94004 -0.90919 -3.96252 -0.1 1.1 -0.3
C 0.08645 0.35886 -0.27561 1.1 0.4 0.7
H 3.48680 -6.58026 -1.73862 0.6 0.2 0.1
C -1.12749 -3.53057 2.40429 0.0 -0.1 0.1
H -5.98432 7.88804 -3.61168 0.0 0.0 0.1
C -4.52887 -7.62551 9.00454 -0.1 0.1 0.0
H -0.34455 -2.61065 -4.47001 -0.4 0.4 0.5
H -6.65111 5.57090 -2.04637 0.0 0.0 0.0
H -1.81067 -3.04569 -0.93662 -0.4 -0.4 -0.3
H -2.67568 1.25059 -4.58228 0.5 0.5 0.4
C 0.10230 -4.37800 2.68291 0.0 -0.1 0.0
O 2.79415 -0.17905 1.58211 -0.6 0.5 -0.4
H -4.54899 9.07529 -1.87040 -0.1 0.1 0.0
C 5.18443 -2.61552 4.14987 -0.1 0.1 0.1
C 3.97662 -1.78474 -1.65815 -0.3 0.1 0.7
```
Forces are in eV/Å.

For the orbital gap, the calculation gives 7.107 eV. As for the charge: +1. As for the spin multiplicity: 1.

ORCA calculation (the ωB97M-V functional and the def2-TZVPD basis) on a cluster of 2 separate species, C3H7NO in total.

XYZ file:
```
12
Properties=species:S:1:pos:R:3:forces:R:3
N -0.14527 0.07968 -1.49663 -0.7 -0.1 0.6
H 0.38552 1.05886 2.27201 0.1 0.1 0.6
C 0.51574 0.97203 -0.89829 -0.1 0.8 -1.1
H 0.71501 1.08340 0.17087 -0.2 -0.3 0.0
H 0.72074 1.46394 3.74290 -0.3 -0.2 0.1
C -0.71620 -2.20178 -0.80089 -1.0 1.3 -0.5
H -1.45506 -2.69509 -0.15309 0.7 -0.5 -0.7
H 0.85585 1.77214 -1.56426 0.5 -0.1 0.4
O 0.98369 1.57751 2.83061 0.1 0.0 -0.7
C -0.85959 -0.86425 -0.74550 0.0 -1.8 -0.2
H -0.25310 -2.62075 -1.69096 0.6 -0.5 0.8
H -1.79571 -0.62958 -0.25652 0.3 1.3 0.6
```
Forces are in eV/Å.

As for the SMILES: C=CN=C.O. For the orbital gap, the calculation gives 9.550 eV. As for the spin multiplicity: 1.

Going through the records in order, we get F_max values of 3.57 2.16 1.80 eV Å⁻¹.
Going through the records in order, we get molecular weight values of 145.145 882.298 73.095 g/mol.